No. 1
Molecular formula: C126H105F21
Method: DFT, ωB97M-V/def2-TZVPD

The geometry in XYZ format:
```
252
Properties=species:S:1:pos:R:3
F 14.325 14.934 24.405
C 15.168 15.867 24.971
C 16.334 16.181 24.378
C 17.085 17.191 24.983
C 16.724 17.785 26.155
C 15.544 17.396 26.788
C 14.797 16.403 26.182
H 16.621 15.703 23.413
H 18.068 17.361 24.550
H 17.429 18.479 26.591
H 15.335 17.774 27.767
H 13.866 16.120 26.671
F 20.848 23.381 22.613
C 21.567 24.325 23.142
C 21.261 25.630 22.882
C 22.106 26.597 23.395
C 23.179 26.306 24.232
C 23.452 24.999 24.491
C 22.685 24.006 23.894
H 20.349 25.819 22.327
H 21.917 27.627 23.182
H 23.671 27.125 24.718
H 24.234 24.714 25.193
H 22.983 22.975 24.101
F 18.764 13.070 27.391
C 18.308 12.375 26.321
C 17.216 12.858 25.633
C 16.747 12.153 24.564
C 17.305 10.872 24.271
C 18.410 10.400 24.965
C 18.907 11.155 26.042
H 16.757 13.796 26.002
H 15.968 12.469 23.906
H 16.905 10.332 23.405
H 18.921 9.540 24.543
H 19.723 10.792 26.627
F 13.651 11.489 22.778
C 12.469 11.881 23.265
C 12.305 11.934 24.622
C 11.103 12.344 25.147
C 10.080 12.650 24.291
C 10.315 12.751 22.923
C 11.536 12.313 22.379
H 13.129 11.641 25.240
H 10.962 12.388 26.250
H 9.089 12.912 24.700
H 9.558 13.098 22.245
H 11.706 12.212 21.315
F 17.022 19.645 29.668
C 15.825 19.931 30.203
C 15.164 18.969 30.891
C 13.902 19.337 31.416
C 13.433 20.618 31.336
C 14.113 21.574 30.542
C 15.321 21.244 29.959
H 15.586 17.969 30.927
H 13.288 18.568 31.862
H 12.511 20.877 31.760
H 13.622 22.498 30.366
H 15.812 21.880 29.220
F 11.779 12.861 13.881
C 12.057 13.461 15.018
C 11.173 14.490 15.416
C 11.436 15.046 16.639
C 12.519 14.678 17.414
C 13.392 13.697 16.951
C 13.151 13.119 15.717
H 10.294 14.760 14.810
H 10.719 15.725 17.054
H 12.720 15.195 18.323
H 14.361 13.458 17.373
H 13.779 12.318 15.341
F 14.003 23.704 20.420
C 14.391 23.265 19.204
C 13.388 23.010 18.273
C 13.803 22.443 17.073
C 15.138 22.253 16.787
C 16.098 22.694 17.725
C 15.737 23.210 18.942
H 12.389 23.220 18.565
H 13.041 22.196 16.342
H 15.445 21.879 15.807
H 17.097 22.498 17.440
H 16.523 23.561 19.648
F 12.680 18.961 25.862
C 11.950 18.639 26.929
C 11.235 17.464 26.926
C 10.384 17.168 27.990
C 10.365 18.028 29.109
C 11.146 19.171 29.086
C 11.936 19.498 28.009
H 11.233 16.871 26.011
H 9.722 16.278 27.878
H 9.707 17.791 29.917
H 11.165 19.895 29.911
H 12.539 20.373 27.934
F 16.236 14.488 16.074
C 16.428 15.726 16.610
C 15.405 16.643 16.471
C 15.573 17.886 17.043
C 16.783 18.262 17.611
C 17.788 17.316 17.668
C 17.592 16.050 17.271
H 14.501 16.395 15.903
H 14.760 18.607 17.085
H 17.031 19.286 17.944
H 18.711 17.595 18.160
H 18.330 15.270 17.411
F 14.016 19.689 11.603
C 13.573 19.091 12.731
C 13.436 19.890 13.846
C 12.928 19.290 14.996
C 12.688 17.916 15.006
C 12.834 17.160 13.887
C 13.253 17.755 12.680
H 13.659 20.944 13.839
H 12.785 19.902 15.899
H 12.313 17.468 15.886
H 12.620 16.085 13.843
H 13.218 17.185 11.759
F 11.909 16.746 19.856
C 11.254 16.654 21.019
C 11.872 15.897 22.015
C 11.139 15.688 23.184
C 9.927 16.299 23.389
C 9.423 17.199 22.398
C 10.107 17.375 21.207
H 12.856 15.430 21.912
H 11.550 15.121 23.976
H 9.377 16.212 24.299
H 8.492 17.785 22.517
H 9.722 18.056 20.458
F 14.487 25.579 26.234
C 14.738 24.267 26.312
C 13.750 23.422 25.909
C 14.038 22.086 25.814
C 15.302 21.684 26.226
C 16.297 22.542 26.718
C 15.959 23.851 26.737
H 12.788 23.865 25.569
H 13.371 21.325 25.482
H 15.557 20.658 26.158
H 17.189 22.203 27.241
H 16.675 24.617 27.011
F 24.216 20.823 18.848
C 23.174 21.643 18.641
C 22.546 22.256 19.698
C 21.466 23.110 19.403
C 21.004 23.334 18.094
C 21.661 22.651 17.064
C 22.755 21.866 17.328
H 22.808 22.039 20.728
H 21.090 23.774 20.204
H 20.174 23.977 17.834
H 21.305 22.691 16.047
H 23.280 21.329 16.543
F 20.708 20.244 28.583
C 20.572 21.218 27.674
C 20.217 20.865 26.376
C 19.757 21.840 25.478
C 19.661 23.168 25.880
C 20.145 23.514 27.180
C 20.541 22.542 28.088
H 20.207 19.775 26.202
H 19.224 21.563 24.573
H 19.263 23.918 25.235
H 20.169 24.518 27.544
H 20.749 22.870 29.115
F 14.018 13.706 20.364
C 15.252 14.188 20.542
C 16.173 13.232 20.863
C 17.507 13.594 21.044
C 17.787 14.951 20.985
C 16.809 15.912 20.652
C 15.517 15.512 20.373
H 15.764 12.254 20.987
H 18.288 12.826 21.268
H 18.796 15.204 21.202
H 17.023 16.950 20.547
H 14.729 16.205 20.222
F 17.223 20.607 22.667
C 16.083 20.051 22.077
C 15.386 19.060 22.737
C 14.290 18.560 22.088
C 13.963 18.922 20.798
C 14.764 19.841 20.124
C 15.860 20.397 20.766
H 15.569 18.803 23.760
H 13.633 17.875 22.671
H 13.027 18.609 20.354
H 14.533 20.232 19.103
H 16.482 21.139 20.270
F 18.735 22.334 14.380
C 18.139 21.356 13.674
C 17.503 20.368 14.381
C 16.944 19.306 13.698
C 16.999 19.283 12.275
C 17.724 20.287 11.656
C 18.326 21.330 12.318
H 17.510 20.427 15.465
H 16.474 18.519 14.264
H 16.586 18.441 11.734
H 17.677 20.296 10.559
H 18.788 22.170 11.855
F 11.225 19.096 17.948
C 10.752 20.332 18.230
C 10.195 20.993 17.167
C 9.624 22.268 17.358
C 9.593 22.816 18.627
C 10.171 22.102 19.687
C 10.759 20.872 19.511
H 10.176 20.504 16.206
H 9.181 22.804 16.529
H 9.131 23.775 18.745
H 10.153 22.498 20.693
H 11.238 20.381 20.320
F 18.869 24.619 20.424
C 17.954 24.852 21.452
C 17.824 23.777 22.293
C 16.831 23.866 23.253
C 16.019 25.015 23.292
C 16.262 26.101 22.466
C 17.237 26.031 21.495
H 18.415 22.930 22.042
H 16.537 23.024 23.845
H 15.183 25.077 23.941
H 15.732 27.029 22.628
H 17.467 26.774 20.721
F 11.580 23.894 22.553
C 11.224 22.698 23.056
C 10.161 22.661 23.951
C 9.690 21.430 24.390
C 10.292 20.226 24.030
C 11.481 20.297 23.236
C 11.898 21.526 22.717
H 9.620 23.583 24.192
H 8.856 21.384 25.071
H 9.845 19.245 24.276
H 11.957 19.376 22.908
H 12.751 21.567 22.033
F 18.774 21.130 18.970
C 19.567 20.073 19.294
C 20.384 19.465 18.369
C 21.138 18.372 18.711
C 21.110 17.904 19.996
C 20.401 18.600 20.974
C 19.623 19.659 20.605
H 20.424 19.856 17.358
H 21.779 17.959 17.933
H 21.654 17.016 20.289
H 20.429 18.320 22.023
H 18.960 20.167 21.279
```

Computed properties:
**Multiplicity**: 1
**Relative energy (zero: lowest compared OMol25 entry of this formula, charge and spin)**: 0.311 eV
**LUMO level**: 0.413 eV
**E_HOMO**: -8.89 eV
**Kohn-Sham gap**: 9.302 eV

Mulliken population analysis, charges in e, atoms 1 to 99: -0.218 0.428 0.512 -0.934 -0.781 -0.109 -0.812 -0.099 0.463 0.538 0.503 0.557 -0.013 0.334 -0.027 -0.501 -0.742 -0.338 -0.478 0.251 0.415 0.397 0.378 0.380 -0.322 0.301 -0.530 0.074 -0.858 -0.409 -0.548 0.417 0.693 0.381 0.344 0.447 -0.285 0.453 -0.441 -0.455 -0.686 -0.252 -0.456 0.539 0.384 0.372 0.383 0.493 -0.344 0.505 -0.529 -0.116 -1.062 -0.392 -0.349 0.473 0.406 0.614 0.420 0.401 -0.390 0.539 -0.661 -0.229 -0.445 -0.465 -0.743 0.427 0.481 0.492 0.552 0.442 -0.409 1.625 -1.355 0.296 -1.329 -0.273 -1.091 0.725 0.508 0.198 0.902 0.284 0.299 0.385 -0.298 -0.590 -1.059 -0.173 -0.764 0.497 0.415 0.412 0.457 0.403 -0.479 -0.176 0.477



No. 2
Molecular formula: C14H15NO3V
Method: DFT, ωB97M-V/def2-TZVPD

The geometry in XYZ format:
```
34
Properties=species:S:1:pos:R:3
C -1.558 -1.358 -0.154
C -1.505 -0.857 1.178
C -0.249 -1.197 1.739
C 0.504 -1.892 0.753
C -0.322 -2.031 -0.408
V -0.100 0.184 -0.273
N -0.031 -0.062 -2.000
C -1.090 1.536 -1.046
C -1.176 1.640 0.487
H 0.073 -1.066 2.781
H -2.304 -0.335 1.705
H 1.441 -2.444 0.929
H -0.040 -2.617 -1.280
H -2.409 -1.317 -0.824
H -2.189 1.615 0.861
H -0.417 2.319 -1.469
H 0.171 0.240 -3.012
H -0.681 2.538 0.826
H -2.036 1.235 -1.503
O 4.564 -1.006 0.365
C 4.960 0.277 0.256
C 6.331 0.552 0.239
C 6.773 1.860 0.101
C 5.869 2.921 -0.027
C 4.500 2.672 -0.007
C 4.042 1.363 0.141
C 2.580 1.119 0.035
O 1.816 2.083 -0.246
O 2.209 -0.110 0.208
H 3.554 -0.969 0.339
H 7.015 -0.284 0.329
H 7.839 2.061 0.092
H 6.205 3.950 -0.148
H 3.745 3.456 -0.107
```

Computed properties:
**Multiplicity**: 3
**Relative energy (zero: lowest compared OMol25 entry of this formula, charge and spin)**: 1.058 eV
**<S²>**: 2.021
**LUMO level (spin up / spin down)**: 3.292 / 3.255 eV
**E_HOMO (spin up / spin down)**: -3.25 / -4.26 eV
**Charge**: -1
**Kohn-Sham gap (spin up / spin down)**: 6.537 / 7.515 eV

Just the Mulliken charges please, in e? Sure, here they are: -0.387 -0.723 -0.423 -0.315 -0.623 0.446 -0.388 -0.582 -0.968 0.392 0.571 0.422 0.442 0.464 0.401 0.262 0.088 0.350 0.299 -0.687 0.104 -0.576 -0.339 -0.547 -0.427 0.016 1.210 -0.720 -0.772 0.521 0.398 0.347 0.355 0.387



No. 3
Molecular formula: C16H54N12O16
Method: DFT, ωB97M-V/def2-TZVPD

The geometry in XYZ format:
```
98
Properties=species:S:1:pos:R:3
C 10.535 6.763 7.676
C 9.713 7.737 8.576
O 10.667 8.560 9.231
O 11.332 5.864 8.446
H 11.101 7.309 6.937
H 9.842 6.086 7.120
H 9.341 7.092 9.422
H 8.967 8.389 8.086
H 10.289 9.199 9.891
H 11.693 6.441 9.127
C 15.499 11.259 7.770
C 15.413 11.744 6.348
O 14.164 12.377 6.102
O 16.785 10.627 7.978
H 14.694 10.619 8.093
H 15.277 12.133 8.434
H 15.519 10.986 5.573
H 16.287 12.402 6.178
H 14.200 12.955 5.343
H 17.425 11.219 8.354
C 14.122 12.082 14.905
C 13.679 13.380 14.197
O 13.541 13.094 12.806
O 15.343 11.658 14.334
H 13.320 11.331 14.911
H 14.370 12.446 15.930
H 14.349 14.230 14.348
H 12.679 13.618 14.514
H 12.877 13.733 12.479
H 15.349 11.860 13.373
C 12.822 10.432 11.429
C 11.424 10.844 11.966
O 10.386 10.625 10.971
O 13.160 11.352 10.424
H 12.856 9.363 11.058
H 13.583 10.528 12.235
H 11.360 11.879 12.222
H 11.205 10.157 12.767
H 10.410 11.171 10.161
H 14.110 11.229 10.257
C 10.146 10.139 15.420
C 8.904 9.893 16.194
O 9.193 9.867 17.606
O 11.095 9.125 15.704
H 10.533 11.150 15.618
H 9.944 10.019 14.363
H 8.444 8.932 15.927
H 8.178 10.706 16.000
H 8.796 9.090 18.026
H 11.328 9.170 16.640
C 16.467 9.732 11.583
O 15.961 10.864 11.441
N 16.853 8.997 10.504
N 16.547 9.223 12.846
H 17.360 8.144 10.498
H 16.767 9.504 9.621
H 17.116 8.435 13.122
H 16.353 9.977 13.493
C 6.949 12.497 10.937
O 5.995 12.908 11.527
N 6.737 11.862 9.699
N 8.157 12.475 11.509
H 7.490 11.874 9.011
H 5.911 12.231 9.272
H 8.041 12.921 12.401
H 8.711 11.627 11.533
C 13.155 7.067 12.924
O 13.776 6.531 12.032
N 11.889 6.755 13.252
N 13.668 8.022 13.704
H 11.327 6.209 12.601
H 11.430 7.048 14.112
H 13.187 8.809 14.062
H 14.574 8.198 13.348
C 10.701 11.800 7.569
O 9.931 12.007 8.509
N 10.747 12.650 6.585
N 11.529 10.812 7.572
H 11.478 12.677 5.899
H 10.270 13.513 6.782
H 12.321 10.815 6.983
H 11.431 10.052 8.190
C 15.938 15.392 9.784
O 16.905 16.075 9.928
N 15.428 14.779 10.897
N 15.335 15.202 8.575
H 14.487 14.396 11.019
H 15.784 15.125 11.761
H 14.368 14.888 8.522
H 15.431 15.987 7.926
C 11.011 14.806 10.929
O 11.881 15.151 11.755
N 9.781 15.175 11.166
N 11.259 13.733 10.143
H 8.981 15.107 10.518
H 9.930 15.943 11.805
H 12.039 13.087 10.407
H 10.505 13.296 9.590
```

Computed properties:
**Multiplicity**: 1
**Relative energy (zero: lowest compared OMol25 entry of this formula, charge and spin)**: 0.285 eV
**LUMO level**: -0.015 eV
**E_HOMO**: -9.45 eV
**Structure (SMILES)**: NC(N)=O.NC(N)=O.NC(N)=O.NC(N)=O.NC(N)=O.NC(N)=O.OCCO.OCCO.OCCO.OCCO.OCCO
**Kohn-Sham gap**: 9.434 eV

Just the Mulliken charges please, in e? Sure, here they are: -0.453 -0.446 -0.347 -0.544 0.255 0.358 0.287 0.321 0.173 0.325 0.463 -0.583 -0.434 -0.691 0.014 -0.136 0.344 0.367 0.255 0.358 -0.053 -0.631 0.193 -0.629 -0.081 0.393 0.239 0.438 -0.247 0.294 0.217 0.420 -0.750 0.616 0.521 -0.287 0.148 -0.401 0.307 -0.535 0.163 -0.654 -0.535 -0.497 0.121 0.194 0.372 0.269 0.320 0.302 0.601 -0.668 -0.342 -0.389 0.167 0.196 0.176 0.312 0.365 -0.660 -0.458 -0.031 0.241 0.280 0.225 0.011 0.537 -0.677 -0.335 -0.384 0.229 0.175 0.185 0.323 0.660 -0.760 -0.429 0.045 0.161 0.274 0.135 -0.052 0.437 -0.675 -0.118 -0.309 0.067 0.181 0.163 0.262 0.491 -0.775 -0.375 0.277 0.203 0.250 -0.488 0.182